Entry 1:
46
Properties=species:S:1:pos:R:3:forces:R:3:lowdin_charge:R:1 method="wB97M-V/def2-TZVPD" de_lowest_ev=0.491 e_lumo_ev=-2.809 total_charge=+1 gap_ha=0.2984
Ba -0.3472 -0.6932 0.3942 0.8 -0.6 0.2 2.046
B 1.2054 -3.0307 0.0543 1.0 -1.0 -0.3 -0.518
H 1.4684 -4.1579 0.0201 -0.2 -1.3 0.0 -0.029
H 2.1505 -2.5245 0.4723 1.1 1.2 0.7 -0.043
H 0.9851 -2.6407 -1.0074 -0.6 0.9 -1.8 -0.065
H 0.3102 -2.8019 0.7112 -1.7 -0.4 1.6 -0.188
C 3.9625 2.1340 -2.1959 0.8 -1.6 -0.9 -0.032
C 3.8088 1.0290 -3.2375 -1.1 -0.1 -1.2 -0.294
O 2.8395 0.1646 -2.6421 0.4 0.4 0.3 0.149
C 2.7957 0.4268 -1.3142 0.7 0.0 -0.6 -0.531
O 2.0887 -0.1415 -0.5487 -0.1 0.4 0.3 -0.030
O 3.6768 1.4013 -1.0057 -0.8 0.5 0.5 0.095
F 4.9232 0.3362 -3.5644 0.1 0.1 0.6 0.094
H 3.2226 2.8864 -2.4616 0.1 0.3 0.6 0.140
H 4.9927 2.4721 -2.1749 -0.1 0.4 0.2 0.150
H 3.3601 1.3511 -4.1813 0.2 0.1 0.1 0.168
C -2.0480 2.9671 -3.8614 0.3 0.6 0.3 -0.014
C -1.3140 4.1008 -3.1122 -1.6 0.0 0.2 -0.251
O -0.6225 3.4211 -2.0929 0.3 -0.3 0.2 0.152
C -0.8138 2.0829 -2.1929 0.7 0.5 -1.1 -0.519
O -0.3487 1.2828 -1.4265 -0.5 0.4 -0.1 -0.040
O -1.4366 1.7917 -3.3370 -0.1 -0.6 0.7 0.102
F -2.2918 4.8602 -2.4967 0.5 -0.1 -0.2 0.049
H -1.9668 2.9806 -4.9430 0.0 0.0 0.0 0.148
H -3.0777 3.0060 -3.5083 -0.1 -0.1 -0.4 0.147
H -0.7045 4.7896 -3.6901 0.4 -0.2 0.2 0.174
C -5.9818 -2.0361 0.5285 -1.2 0.7 0.3 -0.050
C -5.7304 -3.5024 0.7147 -1.5 -0.1 -0.6 -0.289
O -4.3660 -3.6069 0.3947 0.4 -0.7 0.3 0.186
C -3.7835 -2.4173 0.5553 -0.7 0.2 0.0 -0.538
O -2.6048 -2.2304 0.5090 0.2 0.3 0.0 -0.005
O -4.7043 -1.4563 0.7737 0.6 0.0 0.0 0.091
F -6.5142 -4.2178 -0.1464 0.7 0.1 0.0 0.080
H -6.7468 -1.6827 1.2211 0.4 0.2 0.2 0.148
H -6.3373 -1.7558 -0.4645 0.3 -0.4 -0.2 0.151
H -6.0066 -3.8580 1.7090 0.7 -0.2 0.1 0.182
C 3.1935 0.7322 4.6991 -0.7 0.0 0.2 -0.021
C 2.7903 -0.3966 5.6378 0.6 0.4 0.1 -0.297
O 1.6240 -0.9206 5.0243 0.2 0.0 0.1 0.156
C 1.6973 -0.6380 3.7035 -0.1 -0.8 0.5 -0.549
O 1.0266 -1.2090 2.8908 -0.3 0.9 -0.2 0.043
O 2.6264 0.2793 3.4688 0.2 0.0 -1.0 0.088
F 2.5390 0.0799 6.8781 -0.3 -0.3 -0.2 0.090
H 4.2653 0.8764 4.6142 -0.1 0.0 -0.2 0.147
H 2.6492 1.6494 4.9400 0.4 0.0 0.4 0.150
H 3.5458 -1.1829 5.6908 -0.1 -0.1 0.3 0.179

Entry 2:
49
Properties=species:S:1:pos:R:3:forces:R:3:nbo_charge:R:1 method="wB97M-V/def2-TZVPD" e_lumo_ev=-2.647 total_charge=+1 gap_ha=0.3778
C 3.6419 -1.7295 0.4884 -0.1 0.0 0.4 -0.628
C 2.5446 -0.7344 0.9079 0.5 -0.1 -0.2 -0.395
C 2.4711 0.5750 0.0932 -0.8 0.4 0.0 -0.266
C 2.7185 0.4064 -1.4036 0.7 -0.1 0.1 -0.612
C 1.0878 1.1401 0.2925 0.0 -0.5 -0.9 0.275
C -0.0258 0.8934 -0.4650 0.7 0.4 0.9 -0.114
N -1.0661 1.5720 0.1328 -0.2 0.1 -0.8 -0.255
C -2.4272 1.4745 -0.3954 -0.5 -0.5 0.3 -0.592
B -2.9604 -0.0039 -0.0303 0.1 0.1 0.1 1.151
O -3.5903 -0.8038 -0.9253 -0.5 0.1 0.5 -0.876
O -2.6611 -0.4702 1.2297 0.0 0.4 -0.2 -0.930
C -0.6340 2.2205 1.1935 0.0 -0.3 -0.1 0.228
N 0.6802 1.9654 1.3025 -0.2 0.2 0.3 -0.489
H 4.3102 -1.3674 -0.2847 0.0 0.1 -0.1 0.213
H 4.2642 -1.9914 1.3394 0.1 0.0 0.1 0.227
H 3.1853 -2.6551 0.1517 0.1 -0.1 -0.2 0.224
H 1.5834 -1.2383 0.8244 -0.1 0.0 0.0 0.210
H 2.6763 -0.4750 1.9571 -0.1 0.0 0.1 0.209
H 3.1658 1.3323 0.4610 0.2 -0.1 0.1 0.218
H 3.7742 0.1956 -1.5533 0.1 -0.1 -0.1 0.232
H 2.5272 1.3241 -1.9529 -0.3 0.0 0.0 0.223
H 2.1778 -0.4308 -1.8402 -0.2 0.0 0.0 0.214
H -0.1204 0.2905 -1.3468 -0.2 0.0 -0.1 0.257
H -2.4229 1.6837 -1.4641 0.0 0.0 0.3 0.249
H -3.0737 2.1984 0.0995 0.1 0.2 0.0 0.250
H -4.1802 -0.3436 -1.5307 0.3 -0.1 -0.5 0.511
H -3.3412 -0.2640 1.8776 0.0 -0.3 0.2 0.516
H -1.2550 2.8107 1.8526 0.3 -0.1 -0.1 0.246
H 1.2667 2.3201 2.0393 0.1 0.0 0.0 0.445
C -1.8284 -4.4227 2.0177 0.0 0.0 0.0 -0.228
Cl -1.7590 -3.4540 3.4979 0.0 0.0 0.0 0.044
Cl -2.5215 -3.4518 0.7188 0.0 -0.2 0.0 0.060
Cl -0.1905 -4.9199 1.5708 0.0 0.0 0.0 0.049
Cl -2.8243 -5.8489 2.2952 0.0 0.0 0.0 0.073
C -4.0877 4.3571 2.5156 -0.1 0.1 0.0 -0.228
Cl -4.0334 4.9877 0.8686 0.0 0.0 0.0 0.069
Cl -2.4329 4.2998 3.1679 -0.2 0.2 0.3 0.043
Cl -5.0761 5.3880 3.5283 0.0 0.0 0.0 0.110
Cl -4.7577 2.7161 2.4996 0.0 0.0 0.0 0.042
C -2.4143 3.2621 -4.8154 0.0 0.0 -0.1 -0.225
Cl -1.5818 2.7194 -3.3336 0.2 0.2 -0.3 0.009
Cl -1.2190 3.6082 -6.0566 0.0 0.0 0.0 0.087
Cl -3.4960 1.9812 -5.3605 0.0 0.0 0.0 0.070
Cl -3.3416 4.7137 -4.4483 0.0 0.0 0.0 0.074
C 5.4509 -5.1679 -0.3434 0.0 0.0 0.0 -0.228
Cl 6.3829 -4.1167 0.7300 0.0 0.0 0.0 0.055
Cl 5.0842 -4.3033 -1.8427 0.0 0.0 0.0 0.049
Cl 6.3886 -6.6112 -0.7124 0.0 0.0 0.0 0.078
Cl 3.9406 -5.6320 0.4515 0.0 0.0 0.0 0.050

Entry 3:
47
Properties=species:S:1:pos:R:3:forces:R:3:nbo_charge:R:1 method="wB97M-V/def2-TZVPD" de_lowest_ev=1.304 e_lumo_ev="0.833 / 0.849" total_charge=-1 gap_ha="0.2411 / 0.2416"
Pd 1.1420 -1.3116 0.0989 -1.7 -1.8 1.8 1.094
O 3.3074 -0.7767 0.4665 0.3 0.1 0.1 -0.987
S 3.4202 -0.1580 -0.8516 2.1 0.2 -0.7 2.389
O 4.6888 -0.3828 -1.5004 0.0 0.1 0.0 -0.982
O 2.2798 -0.4941 -1.7079 -0.1 0.1 -0.3 -1.012
C 3.4096 1.6171 -0.5019 0.2 -0.5 -0.2 -0.215
C 4.6399 2.2493 -0.6057 0.0 0.0 -0.1 -0.207
C 4.7968 3.5653 -0.2034 -0.1 0.0 0.0 -0.206
C 3.7059 4.2763 0.2728 0.0 -0.1 -0.1 -0.213
C 2.4718 3.6551 0.3539 -0.1 0.1 0.0 -0.181
C 2.3295 2.3279 -0.0177 -0.6 0.0 0.2 -0.357
S 0.7790 1.5372 0.3884 -1.0 2.2 0.0 2.392
O -0.1366 2.6213 0.8385 0.8 0.2 -0.3 -1.023
O 1.0779 0.6662 1.5032 0.2 -0.7 -0.2 -0.963
O 0.2065 0.8838 -0.7783 0.6 -0.2 0.1 -0.984
H 5.4607 1.6631 -0.9879 0.1 0.0 0.0 0.253
H 5.7700 4.0318 -0.2490 0.1 0.0 -0.1 0.210
H 3.8167 5.3023 0.5934 0.0 0.1 0.0 0.210
H 1.6005 4.1669 0.7307 0.0 0.1 0.1 0.243
N -1.7613 -3.5294 0.8597 0.6 -0.1 -0.4 -0.763
C -2.5520 -2.7856 1.8447 0.0 0.9 0.7 -0.612
P -1.5416 -1.2420 2.2405 -0.9 -0.3 -0.5 2.157
O -1.9119 -0.6287 3.5498 -0.3 0.0 0.3 -1.140
O -0.1445 -1.7212 2.0083 0.5 -0.2 -0.7 -1.146
C -2.1505 0.0663 1.0151 0.3 -0.9 0.1 -0.646
N -2.1484 1.3122 1.8034 0.4 0.5 0.4 -0.748
H -0.7729 -3.6107 1.1839 -0.5 -0.1 -0.1 0.473
H -1.6273 -2.8966 -0.0213 -0.1 -0.4 0.2 0.485
H -2.1286 -4.4477 0.6143 0.0 0.2 0.0 0.409
H -2.6486 -3.3587 2.7682 0.0 0.0 0.0 0.223
H -3.5356 -2.5517 1.4371 0.1 -0.1 0.1 0.266
H -3.1532 -0.1795 0.6685 0.0 0.0 0.1 0.247
H -1.4845 0.1599 0.1610 -0.2 0.0 0.1 0.282
H -3.0165 1.8398 1.7252 0.2 -0.2 0.1 0.404
H -1.3070 1.9309 1.4829 -0.7 -0.3 0.3 0.465
H -2.0000 0.9547 2.7856 -0.3 0.4 -0.1 0.462
N -0.6386 -0.9558 -2.9688 0.2 0.1 0.2 -0.793
C -1.5082 -1.3483 -2.0161 0.6 -0.5 0.2 0.701
O -1.0400 -1.8637 -0.9479 -0.6 0.2 -0.6 -0.788
C -2.9016 -1.2397 -2.2388 0.4 0.1 0.0 -0.596
C -3.4102 -0.6128 -3.3724 -0.3 0.4 -0.6 0.318
N -3.8300 -0.0640 -4.2962 0.0 0.1 -0.3 -0.410
C -3.8024 -1.6775 -1.2805 -0.4 -0.3 0.6 0.350
N -4.5327 -2.0279 -0.4524 -0.1 -0.1 -0.1 -0.478
H 0.3304 -0.8734 -2.6722 -0.2 0.1 -0.1 0.437
H -0.9501 -0.3532 -3.7129 0.0 0.0 0.0 0.402
Br 1.4036 -3.7376 -0.0112 0.3 0.5 -0.2 -0.425

Entry 4:
33
Properties=species:S:1:pos:R:3:forces:R:3:lowdin_spin:R:1 method="wB97M-V/def2-TZVPD" de_lowest_ev=0.000 e_lumo_ev="2.606 / 2.628" total_charge=-1 multiplicity=6 gap_ha="0.1938 / 0.2030"
Sm 2.8926 -0.0658 -0.3113 -0.1 -0.3 1.2 5.419
Cl 1.8201 -2.4338 0.1149 -0.1 -0.5 -0.2 -0.011
Cl 1.8893 2.0556 0.9916 0.2 0.5 0.1 -0.012
C 5.0516 -0.3025 -0.2609 0.8 0.7 -1.5 -0.330
H 5.3020 0.8160 -0.2537 -0.3 -0.5 0.2 -0.030
H 5.7378 -0.6712 -1.0748 -0.1 -0.2 0.8 -0.034
C -0.4502 1.6479 -1.4938 -0.5 1.3 0.3 0.001
C 0.4868 0.7860 -1.7978 2.1 0.1 -1.7 -0.002
H -0.1630 2.5826 -0.9579 -0.3 -0.8 -0.6 0.000
C 0.2414 -0.5405 -2.4946 -0.2 0.0 0.2 0.000
H 1.5340 1.2241 -1.7925 -1.3 -0.6 0.2 -0.001
C -0.9575 -0.4850 -3.4541 0.5 0.2 -0.7 0.000
H 1.1223 -0.9296 -3.0358 -0.2 0.3 0.3 0.000
H 0.0191 -1.2638 -1.6906 0.1 0.0 -0.4 0.000
C -2.1555 0.2015 -2.8464 -0.8 0.5 1.1 0.000
H -0.7336 -0.0080 -4.4250 0.5 0.2 0.5 0.000
H -1.1985 -1.5025 -3.7606 -0.2 -0.2 0.2 0.000
C -1.8802 1.4068 -1.8460 -0.7 -0.6 0.1 0.000
H -2.8386 0.5605 -3.6317 0.2 -0.1 0.2 0.000
H -2.7175 -0.5474 -2.2795 0.0 0.1 0.0 0.000
H -2.3546 2.3134 -2.2514 0.4 -0.1 0.1 0.000
H -2.4116 1.2254 -0.8880 0.0 -0.1 -0.5 0.000
Cl -1.5209 1.9226 4.9392 -0.3 0.7 0.5 0.000
C -1.0424 0.5234 4.0955 0.4 -1.1 -1.2 0.000
C -1.1514 -0.7447 4.6809 0.0 0.4 -0.3 0.000
C -0.7808 -1.8467 3.9174 0.2 0.3 -0.5 0.000
C -0.2621 -1.6241 2.6299 -0.2 -0.5 0.8 0.000
N -0.1155 -0.4173 2.1231 -0.3 0.5 -0.8 0.000
C -0.5460 0.6511 2.7791 -0.2 -0.6 1.4 0.000
H -1.5322 -0.8307 5.6967 0.1 -0.1 -0.2 0.000
H -0.8679 -2.8663 4.2735 0.0 0.1 0.2 0.000
H 0.0536 -2.4582 1.9997 0.0 0.3 0.2 0.000
H -0.4704 1.6212 2.3048 0.2 0.0 0.0 0.000

Entry 5:
38
Properties=species:S:1:pos:R:3:forces:R:3:nbo_charge:R:1 method="wB97M-V/def2-TZVPD" de_lowest_ev=0.000 e_lumo_ev="4.404 / 4.403" total_charge=-2 multiplicity=5 gap_ha="0.1583 / 0.2003"
C 0.2372 0.9211 -1.5138 -1.0 0.2 0.6 -0.146
C -0.2517 1.7910 -0.4586 -1.3 -0.5 -1.0 -0.080
C -1.4645 1.2107 0.0502 0.2 0.3 -0.7 0.000
C 0.1945 3.1915 -0.2227 0.2 0.0 0.4 -0.656
C -1.6846 -0.0343 -0.5998 0.3 0.6 -1.3 -0.013
C -0.6624 -0.2119 -1.5794 -1.8 0.9 0.1 -0.025
C -0.6613 -1.2760 -2.6187 0.1 -0.2 -0.1 -0.633
C 1.2599 1.2860 -2.5309 0.2 0.0 -0.1 -0.630
C -2.3759 1.8616 1.0282 0.0 0.0 0.2 -0.649
C -2.8207 -0.9670 -0.3646 -0.1 -0.1 0.2 -0.651
Os 0.8547 -0.1066 0.3083 0.5 -2.6 1.2 1.315
Cl 1.9735 3.4918 3.1481 -0.1 0.4 0.2 -0.986
Cl 2.6468 1.1778 0.6764 2.5 1.8 0.0 -0.420
Cl -0.0586 0.1230 2.4115 -0.9 0.4 1.1 -0.437
H 1.1570 3.3752 -0.7049 -0.1 0.0 0.1 0.224
H 0.3248 3.3839 0.8503 0.1 0.1 -0.1 0.291
H -0.5447 3.8959 -0.6334 0.1 -0.1 0.1 0.187
H -1.8114 2.4771 1.7361 -0.1 -0.1 0.0 0.253
H -2.9559 1.1181 1.5863 0.1 0.1 0.0 0.213
H -3.0899 2.5132 0.5050 0.0 0.0 0.0 0.190
H -3.0004 -1.1001 0.7094 0.0 0.0 -0.1 0.223
H -2.6138 -1.9512 -0.7985 -0.1 0.1 0.1 0.211
H -3.7491 -0.5869 -0.8159 0.1 -0.1 0.1 0.192
H -1.0271 -2.2177 -2.1978 0.2 0.0 -0.1 0.212
H 0.3478 -1.4326 -3.0033 -0.2 -0.1 0.0 0.238
H -1.3237 -1.0058 -3.4541 0.0 0.0 0.1 0.186
H 2.0700 1.8440 -2.0607 0.0 -0.1 -0.1 0.242
H 0.8182 1.9078 -3.3223 0.0 -0.1 0.1 0.191
H 1.6714 0.3827 -2.9860 0.1 0.1 0.0 0.222
O 1.4693 -1.3915 -1.0009 0.8 -1.3 -0.7 -0.959
H 1.7528 -2.1208 -0.4142 0.1 0.5 -0.7 0.461
Cl 1.2410 -3.5063 4.5016 0.4 -0.2 -0.2 0.014
C 2.2300 -3.3731 3.0263 -0.4 0.7 -0.6 -0.179
Cl 3.7810 -2.5575 3.3969 -0.6 -0.5 -0.1 0.032
Cl 2.5270 -4.9758 2.2843 0.1 0.0 0.4 -0.021
C 1.3444 -2.5755 1.9413 -0.2 0.6 -0.5 0.749
O 0.2202 -2.9948 1.6796 1.4 0.1 0.5 -0.645
O 1.9740 -1.5669 1.4408 -0.7 -1.2 0.9 -0.717

Entry 6:
60
Properties=species:S:1:pos:R:3:forces:R:3:nbo_charge:R:1 method="wB97M-V/def2-TZVPD" de_lowest_ev=0.448 e_lumo_ev="3.940 / 3.940" total_charge=-2 multiplicity=2 gap_ha="0.2884 / 0.2882"
O -14.2772 26.5969 -28.2148 0.8 1.1 -0.1 -0.536
V -13.3937 27.8847 -28.0112 -1.3 -0.6 0.6 1.630
C -11.1373 31.4457 -29.8558 -0.3 0.0 -0.1 0.678
F -11.6288 30.7232 -30.8997 0.2 0.3 0.2 -0.349
F -9.8740 31.0665 -29.6571 -0.1 0.1 -0.2 -0.315
F -11.1459 32.7397 -30.2376 0.2 -0.3 0.0 -0.335
S -12.1614 31.2032 -28.3366 0.1 -0.6 -0.3 2.399
O -13.3279 31.9939 -28.5885 -0.3 0.1 -0.2 -0.961
O -12.3562 29.7405 -28.4274 -0.2 0.3 -0.1 -1.015
O -11.2955 31.5985 -27.2844 0.4 0.3 0.5 -0.928
C -16.7492 30.9514 -27.1152 0.1 -0.1 0.1 0.685
F -16.1905 31.7730 -28.0057 0.0 0.1 0.1 -0.321
F -17.4669 31.6983 -26.2647 -0.1 0.1 0.1 -0.332
F -17.6190 30.1753 -27.7895 -0.2 -0.1 -0.1 -0.344
S -15.5300 29.9253 -26.1826 0.3 0.2 0.4 2.393
O -16.3548 29.0556 -25.4045 -0.3 -0.3 -0.2 -0.941
O -14.8301 29.2957 -27.3307 0.3 -0.5 -0.1 -0.993
O -14.7578 30.8967 -25.4726 0.2 0.1 -0.2 -0.932
C -14.7281 25.9339 -23.7854 0.2 0.3 -0.1 0.677
F -14.7340 24.7443 -24.4144 0.0 -0.1 0.1 -0.341
F -15.9244 26.4869 -23.9584 -0.3 0.0 -0.1 -0.320
F -14.5895 25.7002 -22.4659 0.0 -0.2 0.0 -0.342
S -13.3658 27.0300 -24.3777 0.6 -0.8 0.1 2.396
O -13.7531 27.2812 -25.7580 -0.1 0.0 -0.3 -0.993
O -13.4506 28.1457 -23.5051 -0.3 1.1 0.6 -0.962
O -12.2037 26.1960 -24.1941 -0.2 -0.2 -0.1 -0.990
C -9.4369 26.3720 -26.1497 -0.5 -0.3 -0.2 0.690
F -8.4770 26.5411 -25.2399 0.2 -0.1 0.1 -0.325
F -8.8561 25.8289 -27.2506 0.1 -0.1 0.0 -0.355
F -10.3131 25.4709 -25.7051 0.5 0.2 -0.2 -0.302
S -10.1835 28.0108 -26.5886 0.6 -0.1 -0.4 2.387
O -10.2119 28.7439 -25.3722 -0.2 0.2 0.4 -0.915
O -9.2688 28.4650 -27.6125 -0.2 0.1 -0.1 -0.988
O -11.4828 27.5814 -27.1284 -0.2 -0.1 -0.1 -1.002
C -15.7729 28.2117 -31.8013 0.6 0.7 0.0 -0.430
C -15.7024 29.7189 -31.5590 0.5 0.6 0.3 -0.427
C -15.1496 29.8141 -30.1255 -1.1 0.1 -0.6 -0.075
O -14.4078 28.6072 -29.9367 0.9 -0.5 0.4 -0.526
C -14.4985 27.7590 -31.0686 -0.8 -0.2 -0.6 -0.054
H -15.7258 28.0163 -32.8728 -0.2 -0.4 0.1 0.201
H -16.6428 27.7597 -31.3269 -0.1 0.0 -0.1 0.207
H -16.6233 30.2990 -31.6359 -0.2 -0.3 0.0 0.212
H -14.9976 30.1839 -32.2591 0.0 -0.2 0.0 0.193
H -16.0024 29.7880 -29.4527 0.2 0.0 0.2 0.193
H -14.5567 30.7000 -29.9249 0.2 -0.1 0.1 0.241
H -14.6185 26.7189 -30.7689 0.4 0.1 0.3 0.204
H -13.6168 27.8779 -31.7069 0.0 0.0 0.1 0.167
C -9.8366 26.8536 -30.5062 -0.4 -0.5 0.4 -0.436
C -10.5587 25.5391 -30.8212 0.3 -0.4 0.6 -0.429
C -11.6854 25.5663 -29.7852 -0.3 0.2 -0.3 -0.056
O -12.0269 26.9475 -29.6158 -0.3 0.5 -0.2 -0.556
C -11.0103 27.7720 -30.1909 0.7 0.2 -0.9 -0.068
H -9.2138 27.2747 -31.2909 0.1 -0.1 -0.1 0.207
H -9.2476 26.6488 -29.6115 0.1 0.5 0.0 0.238
H -9.9733 24.6465 -30.5795 0.3 0.1 -0.3 0.210
H -10.9056 25.4597 -31.8523 -0.2 0.1 0.0 0.190
H -11.3843 25.2062 -28.8000 0.1 -0.3 -0.1 0.202
H -12.5563 25.0199 -30.1536 -0.1 0.1 0.3 0.185
H -10.7358 28.5966 -29.5460 -0.1 -0.2 0.3 0.254
H -11.3744 28.1876 -31.1431 -0.2 0.0 0.2 0.156